(1)
{"formula": "C3H12N3O", "method": "ωB97M-V/def2-TZVPD", "elements": ["C", "C", "N", "N", "N", "H", "H", "H", "H", "H", "H", "H", "H", "C", "O", "H", "H", "H", "H"], "positions_angstrom": [[2.447, -1.701, -1.019], [0.249, -0.660, -0.527], [-1.045, -0.942, -0.536], [1.060, -1.305, -1.382], [0.732, 0.335, 0.198], [-1.279, -1.840, -0.921], [-1.757, -0.265, -0.325], [0.703, -1.800, -2.182], [1.624, 0.785, 0.097], [0.097, 0.784, 0.814], [2.475, -2.775, -0.860], [2.835, -1.053, -0.248], [3.027, -1.513, -1.921], [-1.860, 2.237, 1.200], [-1.486, 1.027, 1.882], [-1.935, 1.026, 2.731], [-2.097, 2.040, 0.162], [-1.041, 2.944, 1.189], [-2.749, 2.675, 1.647]], "forces_ev_per_a": [[-0.51, 0.47, -1.68], [0.82, 0.62, -1.44], [0.07, -0.35, -0.23], [0.86, -0.48, 1.02], [-0.18, -0.08, 0.19], [-0.47, 0.08, -0.03], [-0.07, -0.05, 0.36], [-0.53, 0.00, 0.22], [0.17, -0.36, -0.46], [-0.54, 0.15, 1.03], [0.14, 0.10, 0.66], [0.05, -0.37, 0.42], [0.31, 0.01, 0.09], [-0.28, -0.01, 0.19], [-0.18, 0.31, -0.47], [0.16, -0.16, 0.11], [-0.12, -0.34, -0.30], [0.19, 0.30, 0.28], [0.10, 0.15, 0.03]], "total_charge": 1, "orbital_gap_ev": 11.64, "de_lowest_kcal_mol": 27.7, "total_energy_ha": -360.79065, "homo_ha": -0.5320, "e_lumo_ev": -2.83}

=====

(2)
{"formula": "C5H3F3S3", "method": "ωB97M-V/def2-TZVPD", "elements": ["C", "C", "C", "C", "C", "H", "H", "H", "F", "F", "F", "S", "S", "S"], "positions_angstrom": [[-0.131, 0.205, 1.888], [0.326, -0.628, 0.719], [0.029, -0.056, -0.644], [-0.586, 1.117, -0.879], [0.453, -0.827, -1.795], [1.414, -0.764, 0.824], [-0.130, -1.612, 0.803], [-0.950, 1.806, -0.115], [0.446, 1.432, 1.892], [0.174, -0.383, 3.047], [-1.467, 0.412, 1.873], [-0.850, 1.620, -2.505], [0.051, -0.050, -3.305], [1.221, -2.271, -1.803]], "forces_ev_per_a": [[-0.10, 0.24, -0.34], [0.35, 0.16, -0.09], [0.08, -0.02, 0.31], [-0.20, 0.31, -0.14], [-0.13, 0.15, -0.16], [-0.30, -0.06, -0.03], [0.00, -0.12, 0.06], [0.12, -0.25, -0.23], [-0.06, -0.20, 0.08], [-0.01, -0.01, 0.06], [0.13, -0.05, 0.10], [0.06, -0.06, 0.17], [0.01, -0.02, 0.17], [0.05, -0.06, 0.04]], "total_charge": 0, "orbital_gap_ev": 7.77, "de_lowest_kcal_mol": 0.0, "total_energy_ha": -1686.51237, "homo_ha": -0.3141, "e_lumo_ev": -0.77}

=====

(3)
{"formula": "C23H19AsIN2PRhS4", "method": "ωB97M-V/def2-TZVPD", "elements": ["Rh", "S", "As", "S", "S", "S", "I", "C", "C", "C", "C", "C", "N", "H", "H", "H", "H", "N", "P", "C", "C", "C", "C", "C", "C", "C", "C", "C", "C", "C", "C", "C", "C", "C", "C", "C", "C", "H", "H", "H", "H", "H", "H", "H", "H", "H", "H", "H", "H", "H", "H", "H"], "positions_angstrom": [[-1.977, -0.147, -0.782], [-4.041, -2.283, 2.981], [-4.293, -1.806, 0.971], [-3.789, 0.337, 0.509], [-2.410, -2.208, -0.277], [-5.926, -2.446, -0.156], [0.280, 1.807, -3.792], [-1.690, 1.126, -4.093], [-2.125, 0.958, -5.402], [-3.431, 0.543, -5.596], [-4.236, 0.320, -4.490], [-3.697, 0.502, -3.230], [-2.431, 0.899, -3.033], [-1.455, 1.144, -6.229], [-3.811, 0.397, -6.599], [-5.263, -0.002, -4.593], [-4.275, 0.314, -2.329], [-0.454, 0.925, -0.372], [0.623, 0.403, 0.651], [1.197, -1.299, 0.350], [1.283, -2.279, 1.330], [1.659, -3.574, 0.989], [1.959, -3.889, -0.327], [1.883, -2.909, -1.310], [1.499, -1.622, -0.974], [0.270, 0.417, 2.434], [1.185, 0.902, 3.368], [0.886, 0.849, 4.723], [-0.320, 0.308, 5.151], [-1.234, -0.179, 4.226], [-0.940, -0.122, 2.872], [2.104, 1.428, 0.429], [3.391, 0.925, 0.597], [4.493, 1.748, 0.409], [4.311, 3.076, 0.047], [3.029, 3.579, -0.129], [1.926, 2.758, 0.057], [1.033, -2.049, 2.358], [1.699, -4.338, 1.755], [2.237, -4.901, -0.591], [2.105, -3.155, -2.341], [1.408, -0.858, -1.739], [2.125, 1.328, 3.042], [1.598, 1.232, 5.444], [-0.544, 0.263, 6.210], [-2.176, -0.613, 4.533], [-1.662, -0.499, 2.161], [3.530, -0.115, 0.869], [5.492, 1.351, 0.538], [5.170, 3.718, -0.103], [2.887, 4.613, -0.419], [0.918, 3.123, -0.100]], "forces_ev_per_a": [[-0.61, 0.41, 0.33], [-0.06, -0.05, 0.08], [0.26, 0.11, -0.27], [0.32, 0.08, -0.32], [0.18, -0.31, 0.13], [-0.09, -0.06, 0.08], [-0.05, -0.03, 0.02], [0.23, 0.11, -0.10], [-0.06, -0.03, -0.02], [0.07, 0.03, 0.01], [-0.02, 0.02, 0.04], [-0.10, -0.01, 0.00], [-0.04, 0.08, 0.03], [0.00, 0.01, 0.00], [0.00, -0.01, 0.00], [0.00, -0.01, 0.03], [-0.01, -0.02, -0.03], [-0.04, -0.30, -0.08], [0.02, -0.12, 0.21], [-0.01, 0.05, -0.11], [0.01, -0.02, 0.02], [0.00, 0.02, -0.01], [-0.01, 0.02, 0.01], [-0.01, 0.01, 0.00], [0.01, -0.03, -0.01], [-0.01, 0.02, -0.02], [-0.05, 0.02, 0.02], [0.02, 0.01, 0.00], [0.01, -0.02, -0.02], [0.05, 0.03, 0.02], [0.04, 0.02, -0.02], [-0.01, -0.01, -0.02], [-0.02, 0.01, 0.02], [-0.02, 0.01, 0.00], [0.00, -0.03, 0.01], [-0.04, 0.01, 0.00], [0.05, -0.01, -0.01], [-0.02, 0.02, 0.00], [0.00, 0.00, 0.00], [0.00, 0.00, 0.00], [0.00, 0.00, 0.00], [-0.01, -0.02, 0.00], [0.01, 0.00, 0.00], [0.00, 0.00, 0.00], [0.00, 0.01, 0.00], [0.00, 0.01, -0.02], [-0.04, -0.03, 0.00], [0.01, 0.01, 0.00], [0.00, 0.00, 0.00], [0.00, 0.00, 0.00], [0.00, 0.00, 0.00], [0.00, 0.02, -0.01]], "total_charge": -1, "orbital_gap_ev": 6.38, "de_lowest_kcal_mol": 18.3, "total_energy_ha": -5575.59931, "homo_ha": -0.1603, "e_lumo_ev": 2.02}

=====

(4)
{"formula": "C12H17Cl2NO", "method": "ωB97M-V/def2-TZVPD", "elements": ["C", "C", "O", "C", "C", "C", "N", "H", "C", "C", "C", "C", "C", "C", "C", "Cl", "H", "H", "H", "Cl", "H", "H", "H", "H", "H", "H", "H", "H", "H", "H", "H", "H", "H"], "positions_angstrom": [[2.284, -2.714, -3.782], [2.600, -2.054, -2.425], [1.690, -1.168, -1.859], [0.584, -1.681, -1.338], [0.750, -2.026, -0.015], [1.221, -0.717, 0.826], [0.084, 0.109, 0.896], [-0.821, -0.650, 1.537], [0.077, 1.186, 1.636], [-1.242, 2.059, 1.638], [-1.880, 2.031, 2.907], [-3.203, 2.646, 2.755], [-3.828, 3.387, 1.423], [-2.874, 3.192, 0.494], [-1.803, 2.468, 0.427], [-0.671, 2.423, -1.048], [-3.301, 3.744, -0.627], [-4.551, 3.916, 1.476], [-3.860, 2.876, 3.802], [-1.344, 1.538, 4.333], [0.454, 1.140, 2.648], [1.058, 1.824, 1.081], [1.696, -1.042, 2.000], [2.086, -0.103, 0.398], [1.689, -2.924, 0.297], [0.046, -2.560, 0.609], [0.188, -2.497, -1.994], [-0.102, -1.011, -1.234], [3.730, -1.540, -2.744], [2.911, -2.836, -1.762], [3.027, -3.524, -4.111], [1.260, -3.477, -3.734], [2.045, -2.018, -4.509]], "forces_ev_per_a": [[-2.77, -4.56, 1.63], [4.00, 0.11, -2.30], [3.54, 2.20, -2.59], [-0.14, -5.41, -3.43], [6.11, -3.20, 8.20], [2.12, -1.75, 2.11], [-5.62, -7.29, 0.41], [3.04, 2.43, -2.68], [3.33, 8.01, 0.37], [2.95, -3.79, 0.30], [-5.72, 4.10, -6.14], [-2.68, 2.66, 1.52], [13.35, -10.35, 5.79], [-6.88, 5.18, -7.31], [5.82, -1.73, 0.81], [-1.80, 0.14, 1.52], [1.75, -1.63, 3.02], [-9.09, 6.37, 0.43], [1.89, -1.00, -2.98], [1.29, -1.21, 3.08], [0.02, -0.44, 0.59], [-2.62, -0.81, 1.52], [-1.40, 0.67, -3.10], [-1.20, -1.05, 0.10], [-2.15, 2.59, -1.53], [-1.12, 0.43, -0.51], [-0.02, 0.33, 0.55], [-4.42, 4.73, -0.66], [-3.34, -0.56, 1.48], [-0.07, -0.43, 0.82], [-0.55, 1.73, 0.55], [2.49, 2.24, 0.08], [-0.12, 1.30, -1.66]], "total_charge": 0, "orbital_gap_ev": 9.10, "de_lowest_kcal_mol": 258.7, "total_energy_ha": -1517.41930, "homo_ha": -0.3245, "e_lumo_ev": 0.28}

=====

(5)
{"formula": "C9H9ClN2", "method": "ωB97M-V/def2-TZVPD", "elements": ["C", "C", "C", "C", "C", "C", "C", "C", "C", "N", "N", "Cl", "H", "H", "H", "H", "H", "H", "H", "H", "H"], "positions_angstrom": [[-1.094, 3.182, -0.166], [2.103, -0.893, -1.328], [-1.000, -0.244, -0.901], [-0.644, -1.635, -0.375], [-0.006, -0.080, 1.351], [-0.231, 2.136, 0.090], [-0.833, 0.738, 0.307], [0.517, -1.355, 0.657], [1.752, -1.027, -0.016], [-1.726, 4.138, -0.436], [2.519, -0.954, -2.418], [3.165, -0.546, 1.006], [-0.369, 0.013, -1.782], [-2.110, -0.110, -1.205], [-1.403, -2.157, 0.152], [-0.165, -2.203, -1.131], [0.858, 0.464, 2.008], [-0.756, -0.361, 2.040], [0.778, 2.265, 0.197], [-1.863, 0.930, 0.683], [0.506, -2.301, 1.268]], "forces_ev_per_a": [[-0.25, 1.99, -0.69], [0.28, -0.80, -1.60], [-1.90, 0.99, -0.74], [1.93, 1.67, 0.29], [1.66, 1.02, 1.51], [-3.19, -2.11, -0.28], [0.74, 0.85, 0.24], [-2.45, -0.47, -0.03], [2.59, 0.56, 1.43], [0.61, -1.47, 0.49], [-0.45, 0.37, 0.52], [-1.14, -0.46, -0.53], [-0.43, -0.05, 0.67], [1.89, -0.60, 0.06], [-0.85, -0.42, 0.15], [-0.28, -1.02, -0.98], [-2.19, -0.98, -1.87], [-0.53, -0.60, 1.21], [2.39, 0.57, 0.13], [0.75, -0.25, 0.06], [0.81, 1.20, -0.06]], "total_charge": 0, "orbital_gap_ev": [7.38, 7.89], "de_lowest_kcal_mol": 101.7, "total_energy_ha": -917.89837, "homo_ha": [-0.3366, -0.3398], "e_lumo_ev": [-1.78, -1.36]}

=====

(6)
{"formula": "C4H5NO2", "method": "ωB97M-V/def2-TZVPD", "elements": ["O", "C", "C", "C", "N", "C", "O", "H", "H", "H", "H", "H"], "positions_angstrom": [[-1.901, -0.246, 1.286], [-1.714, -0.117, 0.096], [-0.675, 0.772, -0.486], [0.162, 1.445, 0.304], [1.960, -0.744, 0.315], [1.080, -1.344, -0.288], [0.232, -1.881, -0.879], [-2.316, -0.693, -0.635], [-0.574, 0.781, -1.569], [0.966, 2.057, -0.092], [0.080, 1.363, 1.385], [2.700, -1.392, 0.564]], "forces_ev_per_a": [[0.04, 0.04, -0.46], [-0.13, 0.00, 0.34], [0.08, 0.32, 0.12], [-0.18, 0.02, -0.11], [-0.13, -0.62, -0.21], [-0.12, -0.52, -0.33], [0.40, 0.36, 0.31], [0.01, 0.09, 0.10], [-0.11, 0.10, 0.15], [-0.15, -0.07, 0.01], [-0.06, 0.03, -0.16], [0.35, 0.24, 0.26]], "total_charge": 0, "orbital_gap_ev": 10.23, "de_lowest_kcal_mol": 35.6, "total_energy_ha": -360.61266, "homo_ha": -0.3630, "e_lumo_ev": 0.35}